Entry 1:
Entry from the OMol25 dataset: a molecular structure, C3H5N3 at a distorted geometry (the ωB97M-V functional and the def2-TZVPD basis).

Each line ends with the Mulliken charge.
Positions of all 11 atoms, in Å:
N -1.3415 1.5009 0.2121  -0.77
C -0.5121 0.5517 -0.0132  0.36
C -0.5964 -0.9081 -0.2534  -0.27
N 0.6948 -1.4497 -0.5216  -0.52
C 1.5075 -0.4958 -0.2209  -0.01
N 0.8827 0.6486 0.1993  -0.14
H -2.2945 1.1612 0.0761  0.23
H -0.7987 -0.4631 0.9383  0.17
H -1.4408 -1.4933 -0.6175  0.40
H 2.5933 -0.5731 -0.2539  0.36
H 1.3058 1.5207 0.4547  0.19

Cartesian forces (eV/Å) of the 6 atoms listed first:
N 0.0578 0.0982 -0.2503
C 0.3155 1.0408 -0.9423
C -0.6286 0.2777 1.5859
N 0.0301 0.4270 0.6626
C -0.1491 -0.1249 0.0273
N -0.0900 0.5210 -0.2323

Computed properties:
frontier orbital gap = 9.34 eV
energy = -7660.1200 eV
spin multiplicity = 1
E_LUMO = 0.8 eV



Entry 2:
Entry from the OMol25 dataset: a single C3H5N3 molecule (the ωB97M-V functional and the def2-TZVPD basis).

Each line ends with the Mulliken charge.
Positions of all 11 atoms, in Å:
N -1.8047 -0.5415 0.1432  -0.58
C -0.4610 -0.1184 0.1262  0.54
C 0.6415 -0.8760 -0.1988  -0.67
N 1.7040 -0.0227 -0.2106  0.20
N 1.3741 1.2193 0.1479  -0.71
C 0.0736 1.1616 0.4034  -0.31
H -2.4371 0.2179 0.3658  0.25
H -2.0817 -0.9286 -0.7537  0.26
H 0.7683 -1.9463 -0.2163  0.41
H 2.5878 -0.1741 -0.6753  0.24
H -0.4229 1.9882 0.8960  0.38

Cartesian forces (eV/Å) of the 6 atoms listed first:
N -0.1180 -0.0199 0.0969
C 0.2752 -0.0072 0.0279
C -0.1032 0.0072 0.0274
N 0.1039 -0.0358 -0.0666
N -0.1416 -0.0588 0.1286
C -0.0188 0.0863 0.0788

Computed properties:
frontier orbital gap = 9.39 eV
energy = -7661.5500 eV
spin multiplicity = 1
E_LUMO = 1.1 eV
structure (SMILES) = Nc1cn[nH]c1



Entry 3:
Entry from the OMol25 dataset: 2 unconnected molecules or ions with the total composition C3H5N3 (the ωB97M-V functional and the def2-TZVPD basis).

Each line ends with the Mulliken charge.
Positions of all 11 atoms, in Å:
N -1.9794 -0.2050 0.4663  -0.48
C -0.8875 -0.9265 0.1307  0.22
C 0.0719 -1.6332 -0.0727  -0.73
C 2.0663 0.1226 -0.0602  -0.19
N 1.3039 1.0251 -0.1342  0.36
N 0.2325 1.6606 -0.2194  -0.69
H -2.8426 -0.7267 0.4281  0.25
H -2.0205 0.7200 0.0605  0.24
H 0.8346 -2.3035 -0.3911  0.50
H 2.8497 -0.2255 0.5844  0.32
H 0.3710 2.4920 -0.7925  0.21

Cartesian forces (eV/Å) of the 6 atoms listed first:
N 0.0000 -0.0986 -0.0415
C 0.2055 -0.4696 -0.0178
C -0.6727 0.0016 -0.0129
C -0.2187 0.8224 -0.0158
N 0.3160 -0.5282 -0.0121
N 0.1947 0.0244 -0.1079

Computed properties:
frontier orbital gap = 9.58 eV
energy = -7656.9779 eV
spin multiplicity = 1
E_LUMO = 1.2 eV



Entry 4:
Entry from the OMol25 dataset: a single C3H5N3 molecule (the ωB97M-V functional and the def2-TZVPD basis).

Each line ends with the Mulliken charge.
Positions of all 11 atoms, in Å:
C 1.3608 -0.8681 0.4119  -1.02
C -0.0629 -0.5851 0.1566  0.48
N 0.0157 2.0947 0.0367  -0.54
N -0.7227 1.5655 -0.7302  0.24
N -0.8811 0.0261 -0.9263  -0.48
C -1.3336 -0.6158 0.3103  -0.21
H 1.7257 -0.2783 1.2575  0.27
H 1.4884 -1.9272 0.6443  0.32
H 1.9610 -0.6221 -0.4675  0.31
H -1.2711 2.0244 -1.4810  0.28
H -2.2801 -0.8143 0.7875  0.36

Cartesian forces (eV/Å) of the 6 atoms listed first:
C 0.0207 -0.0934 -0.0214
C -0.1984 0.0338 0.0221
N -0.5906 -0.5241 -0.4673
N 0.4284 0.4685 0.3812
N 0.2322 0.0388 -0.0296
C 0.0890 0.1468 0.1709

Computed properties:
frontier orbital gap = 9.00 eV
energy = -7656.6586 eV
spin multiplicity = 1
E_LUMO = 1.1 eV



Entry 5:
Entry from the OMol25 dataset: a molecular structure, C3H5N3 at a distorted geometry (the ωB97M-V functional and the def2-TZVPD basis).

Each line ends with the Mulliken charge.
Positions of all 11 atoms, in Å:
C -2.0999 -0.4264 0.5699  -0.14
C -2.0974 0.4514 -0.5354  -0.21
C 1.8161 0.0544 0.0865  -0.45
N -0.7983 -0.6879 0.8894  -0.63
N -0.8254 0.6777 -0.8727  -0.66
N -0.1044 -0.0307 0.0155  0.59
H -2.9923 -1.0293 0.9592  0.30
H -2.9652 0.8031 -1.0354  0.40
H 2.2895 -0.7314 -0.5462  0.24
H 1.8092 1.0084 -0.3338  0.28
H 1.8047 -0.0015 1.1769  0.29

Cartesian forces (eV/Å) of the 6 atoms listed first:
C -0.2508 -0.9111 -0.1687
C 0.9215 -1.4406 1.3730
C -4.5352 -1.5414 0.2159
N -1.2735 -0.4961 0.1887
N 0.7370 0.0649 0.2117
N 2.3727 0.6841 -0.9964

Computed properties:
frontier orbital gap = 9.81 eV
energy = -7659.3664 eV
spin multiplicity = 1
E_LUMO = 0.4 eV



Entry 6:
Entry from the OMol25 dataset: a single C3H5N3 molecule (the ωB97M-V functional and the def2-TZVPD basis).

Each line ends with the Mulliken charge.
Positions of all 11 atoms, in Å:
N -0.0337 2.3651 -0.4413  -0.53
C 0.3238 0.0216 -0.4438  0.40
N -0.1129 -1.0774 -0.8013  -0.61
N -0.5089 -1.9244 0.2583  0.16
C -0.0942 -1.7711 1.4829  -0.43
C 0.7558 1.2249 -0.1933  -0.24
H 0.4324 2.8848 -1.1677  0.22
H -1.0010 2.2227 -0.7099  0.24
H -1.0055 -2.7154 -0.1366  0.27
H -0.5094 -2.6526 1.9996  0.19
H 1.7628 1.4389 0.1678  0.33

Cartesian forces (eV/Å) of the 6 atoms listed first:
N -0.1108 0.8518 0.2516
C 0.2353 0.0222 -0.0463
N 0.7346 0.1355 -0.0710
N -0.1459 -0.0613 0.5273
C -0.3444 -0.4732 -0.4172
C -0.1849 -0.2379 -0.3617

Computed properties:
frontier orbital gap = 9.07 eV
energy = -7657.4159 eV
spin multiplicity = 1
E_LUMO = 0.6 eV



Entry 7:
Entry from the OMol25 dataset: a single C3H5N3 molecule at a distorted geometry (the ωB97M-V functional and the def2-TZVPD basis).

Each line ends with the Mulliken charge.
Positions of all 11 atoms, in Å:
N 0.6588 -1.1861 0.4833  -0.57
C -0.3748 -0.4291 0.2753  0.57
N 0.3903 0.8918 -0.3550  -0.21
C -1.7099 -0.4072 0.1269  -1.04
C 1.7571 0.5030 -0.2420  0.23
N 2.8985 0.7002 -0.2557  -0.40
H 0.6387 -2.0242 1.0454  0.20
H 0.2083 1.7906 0.0954  0.34
H 0.0850 0.9709 -1.3279  0.36
H -2.2553 0.4889 -0.1277  0.24
H -2.2967 -1.2989 0.2821  0.26

Cartesian forces (eV/Å) of the 6 atoms listed first:
N 0.1280 0.5904 0.1184
C 0.4862 -0.8134 -0.5536
N -0.3672 -0.6465 0.0649
C -0.2775 0.3932 0.0713
C 0.6192 0.6917 0.1021
N -0.6897 -0.1871 -0.1166

Computed properties:
frontier orbital gap = 7.80 eV
energy = -7658.2291 eV
spin multiplicity = 1
E_LUMO = 0.1 eV



Entry 8:
Entry from the OMol25 dataset: a molecular structure, C3H5N3 (the ωB97M-V functional and the def2-TZVPD basis).

Each line ends with the Mulliken charge.
Positions of all 11 atoms, in Å:
N -2.0272 -0.4837 0.0321  -0.33
C -0.6522 -0.1213 0.0164  0.83
N -0.4975 -1.3791 -0.2184  -0.36
N 1.7203 -0.7345 -0.2297  -0.56
C 1.5171 0.5215 0.0034  0.04
C 0.1639 0.9612 0.1605  -1.03
H -2.5967 -0.3559 -0.7908  0.25
H -2.4957 -0.6626 0.9074  0.25
H 2.7043 -0.9706 -0.3287  0.22
H 2.3274 1.2556 0.0857  0.37
H -0.1637 1.9696 0.3621  0.33

Cartesian forces (eV/Å) of the 6 atoms listed first:
N -0.3336 0.0523 0.0303
C 0.1344 -0.3354 -0.0772
N 0.0180 0.3781 0.0733
N 0.1034 0.3073 0.0426
C 0.0187 -0.0893 -0.0095
C -0.0337 -0.0357 0.0019

Computed properties:
frontier orbital gap = 8.34 eV
energy = -7658.2889 eV
spin multiplicity = 1
E_LUMO = 0.5 eV



Entry 9:
Entry from the OMol25 dataset: a single C3H5N3 molecule (the ωB97M-V functional and the def2-TZVPD basis).

Each line ends with the Mulliken charge.
Positions of all 11 atoms, in Å:
N 1.4682 0.7330 -0.5170  -0.25
C 0.2432 0.0709 -0.0750  0.30
C -1.0687 0.4059 0.1675  -0.93
N -1.5873 -0.7824 0.5566  0.27
N -0.6869 -1.8071 0.5670  -0.66
C 0.4907 -1.3013 0.1704  -0.46
H 1.8593 1.4397 0.1099  0.35
H 1.4784 1.0854 -1.4768  0.35
H -1.6748 1.3013 0.1147  0.39
H -2.5408 -0.9665 0.8284  0.21
H 2.0186 -0.1789 -0.4458  0.42

Cartesian forces (eV/Å) of the 6 atoms listed first:
N 0.2006 0.0198 -0.0528
C -0.0130 -0.1785 0.0443
C 0.1154 -0.1743 0.0090
N -0.1304 0.0416 0.0231
N 0.0951 0.1018 -0.0449
C -0.4587 0.0439 0.1002

Computed properties:
frontier orbital gap = 7.41 eV
energy = -7658.3080 eV
spin multiplicity = 1
E_LUMO = 0.2 eV



Entry 10:
Entry from the OMol25 dataset: a single C3H5N3 molecule (the ωB97M-V functional and the def2-TZVPD basis).

Each line ends with the Mulliken charge.
Positions of all 11 atoms, in Å:
N -1.8314 -0.0525 0.2329  -0.48
C -0.4616 -0.0319 0.0144  0.38
C 0.5298 -0.9967 0.0606  -0.41
C 1.7343 -0.2521 0.0186  -0.33
N 1.5315 1.0422 -0.1144  -0.79
N 0.1841 1.1602 -0.1094  0.23
H -2.3070 -0.9404 0.2407  0.22
H -2.3629 0.6876 -0.1969  0.22
H 0.4321 -2.0736 0.0781  0.32
H 2.7486 -0.6131 0.1301  0.41
H -0.2053 2.0547 -0.3596  0.24

Cartesian forces (eV/Å) of the 6 atoms listed first:
N -0.0340 0.0066 -0.0881
C 0.2433 0.1597 0.0321
C -0.0946 0.0840 0.0715
C 0.1425 0.0391 -0.0297
N 0.0591 -0.2851 -0.0027
N -0.2029 0.0166 -0.0557

Computed properties:
frontier orbital gap = 9.02 eV
energy = -7661.7922 eV
spin multiplicity = 1
E_LUMO = 0.8 eV
structure (SMILES) = Nc1ccn[nH]1



Which formula does entry 3 have?
C3H5N3



Which of these has the lowest energy?
number 10



What is the formula in the eighth record?
C3H5N3



Which value of energy does entry 6 give?
-7657.4159 eV